{
  "formula": "H5N2PS",
  "method": "the ωB97M-V functional and the def2-TZVPD basis",
  "elements": ["P", "H", "H", "N", "H", "H", "S", "N", "H"],
  "positions_angstrom": [[-1.41775, 1.54117, -1.12862], [-2.67330, 1.53719, -1.93661], [2.56555, -0.13137, 2.90925], [-0.04419, -0.78791, -1.32165], [0.46371, -0.57719, -0.40058], [-0.26775, -1.75836, -1.37327], [1.55654, 0.63817, 2.36253], [-1.00439, 0.10064, -1.60821], [0.82158, -0.56233, 2.49716]],
  "atomic_forces_ev_per_a": [[-0.6151, 0.0060, -0.4382], [1.0058, 0.3032, 0.5784], [-0.3507, 0.9211, -0.4192], [1.4476, 2.4794, 2.6570], [-0.5975, -0.4704, -1.7307], [-0.6514, -0.3281, -0.5032], [-0.0798, -2.5003, 0.6857], [-0.5399, -1.9715, -0.5357], [0.3810, 1.5604, -0.2942]],
  "mulliken_charge": [-0.08, 0.06, 0.17, -0.35, 0.22, 0.25, -0.33, -0.09, 0.15],
  "total_charge": 0,
  "orbital_gap_ev": 9.00,
  "e_above_lowest_ev": 3.292,
  "smiles": "[H]/P=N/N.S"
}

=====

{
  "formula": "H5N3OS",
  "method": "the ωB97M-V functional and the def2-TZVPD basis",
  "elements": ["H", "H", "O", "H", "S", "N", "N", "H", "N", "H"],
  "positions_angstrom": [[-2.51703, 0.45770, -1.06804], [2.83023, -0.49128, -1.55363], [-2.96974, 0.19877, -0.17056], [-0.33010, -0.54435, 1.85849], [-2.10348, -1.04517, 0.48572], [1.61382, 0.66964, -0.59155], [2.66998, 0.02823, -0.69457], [1.68410, 1.12195, 0.34756], [-0.80042, -0.18357, 1.00247], [-0.07736, -0.21192, 0.38410]],
  "atomic_forces_ev_per_a": [[-1.3435, -0.7976, 2.4713], [-1.0390, 0.0939, -0.7742], [0.9447, 0.7204, -2.3383], [-1.2932, 0.4855, -0.2401], [-0.8042, -0.3420, -0.6119], [0.9883, -0.6098, -0.3254], [0.4684, 0.6766, 1.5493], [-0.2450, -0.0763, -0.5088], [0.1987, -0.1968, 3.4291], [2.1248, 0.0462, -2.6511]],
  "mulliken_charge": [0.35, 0.24, -0.48, 0.27, 0.08, -0.25, -0.29, 0.29, -0.46, 0.26],
  "total_charge": 0,
  "orbital_gap_ev": 8.70,
  "e_above_lowest_ev": 1.059,
  "smiles": "[H]/N=N/[H].NSO"
}

=====

{
  "formula": "H5N3S",
  "method": "the ωB97M-V functional and the def2-TZVPD basis",
  "elements": ["N", "S", "N", "H", "H", "H", "N", "H", "H"],
  "positions_angstrom": [[-0.88026, -0.51579, 0.26694], [-0.59565, 1.12927, 0.17025], [1.13114, 1.32250, 0.39775], [-0.90217, -1.05059, 1.10810], [-1.30674, -1.68455, -1.21670], [1.39666, 2.16535, -0.07497], [-0.46613, -1.58748, -0.66148], [1.50861, 1.35840, 1.33780], [0.11455, -1.13712, -1.32769]],
  "atomic_forces_ev_per_a": [[0.1724, -0.4495, -0.5725], [0.7229, -1.4962, 0.7101], [-0.4978, -0.3726, -0.2483], [0.0427, 0.9284, 1.1545], [-0.3246, -0.5727, -0.1610], [0.2625, 0.2594, -0.4575], [-1.1249, 1.3004, -0.0143], [-0.5909, 0.0160, 0.2019], [1.3378, 0.3868, -0.6131]],
  "mulliken_charge": [-0.21, 0.03, -0.52, 0.25, 0.24, 0.24, -0.52, 0.23, 0.24],
  "total_charge": 0,
  "orbital_gap_ev": 9.63,
  "e_above_lowest_ev": 0.337,
  "smiles": "NNSN"
}

=====

{
  "formula": "H5N3Si",
  "method": "the ωB97M-V functional and the def2-TZVPD basis",
  "elements": ["H", "H", "H", "N", "H", "N", "H", "N", "Si"],
  "positions_angstrom": [[1.06156, 1.35717, -1.05993], [-0.51046, 1.88619, -1.21506], [-0.11105, -1.05036, 2.19507], [-0.49321, 0.68482, 0.16221], [1.16575, -1.61748, 0.25634], [0.14619, 1.45569, -0.64108], [-1.82076, -1.06991, -0.87743], [-0.91868, -1.33218, -0.53398], [0.02242, -0.82902, 0.77485]],
  "atomic_forces_ev_per_a": [[0.2505, -0.7001, 0.4044], [-0.7152, 1.5024, -1.4025], [-0.2932, 0.3217, 0.7100], [0.4739, -0.7375, 0.9284], [0.9036, 0.6648, 0.6940], [0.0918, 0.5130, -0.2247], [-0.7196, -0.0442, 0.4087], [0.1413, 0.7719, -0.0593], [-0.1330, -2.2920, -1.4589]],
  "mulliken_charge": [0.25, 0.24, -0.12, -0.24, -0.10, -0.16, 0.23, -0.42, 0.32],
  "total_charge": 0,
  "orbital_gap_ev": [9.28, 8.34],
  "e_above_lowest_ev": 1.497
}

=====

- Number 1 is which compound?
  H5N2PS